20
Properties=species:S:1:pos:R:3:lowdin_charge:R:1 method="wB97M-V/def2-TZVPD" e_lumo_ha=0.00283 homo_energy_ha=-0.3140 relative_energy_ev=4.1506 spin_multiplicity=1 homo_lumo_gap_ev=8.6 charge=0
H 1.77 -0.43 -1.54 0.04
N 1.36 0.48 -1.72 0.06
C 0.57 0.93 -0.78 -0.20
C -0.76 0.20 -0.46 -0.59
N -0.88 -1.02 -1.22 0.08
N -1.93 0.98 -0.79 0.10
C -0.64 -0.04 1.08 -0.30
O -1.09 -1.29 1.45 -0.02
C 0.97 0.21 1.43 -0.11
C 1.96 -0.69 1.39 0.02
H 0.56 2.02 -0.55 0.12
H -0.99 -0.85 -2.22 0.09
H -0.05 -1.60 -1.11 0.09
H -1.97 1.07 -1.80 0.08
H -1.87 1.92 -0.41 0.08
H -1.13 0.73 1.67 0.14
H -1.71 -1.54 0.72 0.11
H 1.07 1.04 2.12 0.09
H 1.97 -1.50 0.67 0.06
H 2.80 -0.62 2.07 0.06